{
  "formula": "C10H12N5",
  "method": "wB97M-V/def2-TZVPD",
  "charge": 1,
  "orbital_gap_ev": 8.19,
  "smiles": "C=CNC(=[NH2+])Nc1nc2ccccc2[nH]1",
  "total_energy_ev": -18007.889,
  "relative_energy_kcal_mol": 0.00,
  "lumo_energy_ev": -3.551,
  "species": ["C", "C", "C", "C", "C", "C", "C", "C", "C", "C", "N", "N", "N", "N", "N", "H", "H", "H", "H", "H", "H", "H", "H", "H", "H", "H", "H"],
  "coordinates": [[-0.486754, -3.836827, 0.900903], [-1.324588, -3.663361, -0.176441], [0.202076, -2.867821, 1.607339], [-1.737349, -2.411075, -0.526921], [-0.159262, -1.554786, 1.219232], [-1.062509, -1.388249, 0.112312], [-0.232410, 0.498174, 0.825068], [0.331651, 2.768125, 0.080794], [1.165574, 1.388121, -1.767948], [1.985094, 0.577925, -1.129047], [0.392518, -0.317376, 1.600752], [-0.976696, -0.037774, -0.214585], [-0.044076, 1.906970, 0.984082], [0.578320, 2.533670, -1.213047], [0.267311, 4.140381, 0.275371], [-0.341165, -4.880750, 1.211899], [-1.852886, -4.579393, -0.590810], [0.889922, -3.001013, 2.484077], [-2.552623, -2.211748, -1.303029], [1.041978, 1.187823, -2.895531], [1.961391, 0.525485, 0.007749], [2.548709, -0.243541, -1.473620], [-1.424292, 0.538553, -0.895235], [-0.063241, 2.253842, 1.990277], [0.476629, 3.385124, -1.750928], [-0.385361, 4.547132, 0.880008], [0.802039, 4.742391, -0.242719]],
  "forces_ev_per_angstrom": [[1.77, -2.18, 1.39], [-2.20, -1.42, -0.24], [-0.65, 1.54, 0.46], [-0.99, 0.77, -1.79], [0.45, -0.70, -1.15], [0.93, 0.50, 0.33], [0.44, 0.60, -0.98], [-0.78, 3.28, -1.79], [1.28, -1.10, -3.13], [-0.79, -0.04, 3.41], [-1.53, -0.63, -0.04], [0.28, 0.79, 2.62], [0.05, 0.04, 2.32], [-0.24, -0.68, 0.35], [-0.78, -3.38, 1.67], [0.12, 0.46, -0.15], [0.88, 1.34, 0.44], [-0.84, -0.24, -1.13], [1.46, -0.31, 1.09], [-0.04, 1.03, 1.86], [0.64, 0.74, -1.45], [0.12, -0.67, -1.20], [-0.59, -0.23, -0.30], [0.11, -0.78, -1.82], [0.14, -0.54, -0.42], [-0.82, 0.43, 1.14], [1.56, 1.41, -1.46]],
  "lowdin_charge": [-0.108, -0.100, 0.008, -0.031, -0.193, -0.185, -0.399, -0.336, -0.184, 0.056, 0.187, 0.183, 0.211, 0.097, 0.210, 0.116, 0.140, 0.137, 0.145, 0.155, 0.087, 0.066, 0.155, 0.218, 0.164, 0.109, 0.090]
}

{
  "formula": "C29H43BBr2MoN7O6S4",
  "method": "wB97M-V/def2-TZVPD",
  "charge": 1,
  "orbital_gap_ev": [6.70, 7.59],
  "spin_multiplicity": 3,
  "total_energy_ev": -239442.538,
  "relative_energy_kcal_mol": 17.57,
  "lumo_energy_ev": [-4.243, -3.550],
  "species": ["Mo", "C", "C", "C", "C", "N", "C", "C", "N", "B", "N", "C", "C", "N", "C", "S", "C", "C", "C", "C", "N", "C", "C", "N", "C", "S", "C", "C", "C", "C", "C", "S", "H", "H", "H", "H", "H", "H", "H", "H", "H", "H", "H", "H", "H", "H", "H", "H", "H", "H", "H", "H", "H", "H", "H", "H", "H", "H", "H", "H", "H", "H", "H", "H", "H", "H", "Br", "C", "Br", "H", "H", "O", "N", "O", "O", "C", "C", "C", "C", "C", "C", "C", "S", "O", "O", "O", "H", "H", "H", "H", "H", "H", "H"],
  "coordinates": [[-0.315282, 0.511116, 0.268756], [-1.105076, 5.195360, -3.994238], [-1.596480, 4.282581, -2.872106], [-0.937807, 4.700571, -1.564471], [-3.113934, 4.371446, -2.700736], [-1.291364, 2.861301, -3.287412], [-1.883392, 2.346953, -4.426808], [-1.497211, 1.063707, -4.542989], [-0.671143, 0.771766, -3.480565], [-0.264079, -0.714898, -3.264035], [-1.452982, -1.547945, -2.732986], [-1.639135, -2.844915, -3.157635], [-2.672891, -3.357048, -2.468864], [-3.132810, -2.373988, -1.606776], [-2.364332, -1.278695, -1.778819], [-2.467169, 0.256326, -0.975170], [-4.266046, -2.699386, -0.666438], [-4.672198, -1.543132, 0.235874], [-3.795042, -3.860962, 0.209939], [-5.465837, -3.099895, -1.524823], [1.039509, -0.910183, -2.419811], [2.248884, -0.615984, -2.993855], [3.223594, -1.081710, -2.181432], [2.619629, -1.657514, -1.090901], [1.281473, -1.506118, -1.232822], [0.063901, -1.878296, -0.042235], [3.342198, -2.555030, -0.108926], [3.173448, -2.088341, 1.331214], [4.829280, -2.528518, -0.445532], [2.794090, -3.967084, -0.309419], [-0.561988, 1.876713, -2.727951], [0.490990, 2.022320, -1.343140], [-1.323634, 6.229627, -3.730924], [-1.593988, 4.984701, -4.945008], [-0.027122, 5.096842, -4.125929], [-1.252072, 5.727317, -1.375152], [0.148519, 4.690175, -1.613803], [-1.262989, 4.093109, -0.721679], [-3.374300, 5.378830, -2.378026], [-3.453513, 3.667077, -1.940162], [-3.651298, 4.171047, -3.626922], [-2.517783, 2.937684, -5.059271], [-1.734570, 0.327877, -5.290305], [-0.011620, -1.151783, -4.354578], [-1.023805, -3.281673, -3.923424], [-3.128075, -4.327008, -2.526673], [-3.871849, -1.248171, 0.910488], [-5.509407, -1.896969, 0.838418], [-5.004571, -0.672472, -0.324913], [-2.906692, -3.575115, 0.775138], [-3.564859, -4.753372, -0.371089], [-4.584888, -4.117410, 0.915382], [-5.769608, -2.274161, -2.169104], [-6.301784, -3.349832, -0.872436], [-5.261324, -3.970116, -2.147326], [2.317776, -0.124951, -3.948181], [4.287954, -1.047622, -2.303385], [3.575584, -1.087075, 1.449796], [3.737626, -2.768779, 1.970861], [2.137264, -2.094313, 1.652276], [5.239555, -1.522279, -0.348749], [5.037979, -2.919677, -1.442015], [5.341467, -3.168626, 0.270820], [1.740556, -4.030662, -0.037805], [3.345903, -4.656101, 0.329642], [2.915942, -4.287748, -1.345526], [-0.974225, 0.896714, 5.539665], [-0.711799, -0.959313, 5.103618], [0.930538, -1.291687, 4.156481], [-1.529390, -1.266741, 4.465721], [-0.683291, -1.515627, 6.030545], [-1.630600, 1.856059, 1.198134], [-2.110398, 1.015473, 2.062389], [-3.018369, 1.260993, 2.772015], [-1.492282, -0.100033, 2.018898], [3.853746, 1.357335, 7.134907], [3.580935, 1.452698, 5.660605], [4.385419, 0.791840, 4.738288], [4.115567, 0.856576, 3.379754], [3.022572, 1.587259, 2.944373], [2.211812, 2.268072, 3.843244], [2.499699, 2.198909, 5.192603], [2.623570, 1.641837, 1.237213], [2.076213, 2.933576, 0.926861], [3.734751, 1.148134, 0.472363], [1.487112, 0.582989, 1.140348], [4.855948, 0.979677, 7.330388], [3.140982, 0.679958, 7.609922], [3.751594, 2.329635, 7.616571], [5.240771, 0.225758, 5.085849], [4.754193, 0.360756, 2.661305], [1.374361, 2.851616, 3.483229], [1.873397, 2.728648, 5.899392]],
  "forces_ev_per_angstrom": [[-0.05, 0.05, -0.37], [0.00, 0.00, 0.00], [0.00, 0.01, 0.00], [0.00, -0.01, 0.00], [0.00, 0.00, 0.00], [0.00, -0.02, -0.01], [0.00, -0.01, 0.00], [-0.01, 0.01, 0.00], [0.01, -0.01, 0.00], [-0.01, 0.00, 0.00], [0.01, 0.01, 0.01], [-0.01, -0.01, -0.01], [0.00, 0.00, 0.00], [0.01, 0.01, 0.01], [0.00, 0.01, -0.01], [-0.02, -0.05, -0.03], [0.00, -0.01, 0.00], [0.00, 0.01, 0.00], [0.00, 0.00, 0.00], [0.00, 0.00, 0.00], [0.02, -0.02, 0.02], [-0.03, -0.02, -0.03], [0.02, 0.03, 0.03], [-0.01, 0.02, -0.02], [-0.02, 0.01, -0.03], [-0.03, -0.02, 0.06], [0.01, -0.02, 0.01], [-0.03, 0.03, -0.02], [0.01, 0.00, -0.01], [0.00, 0.00, 0.01], [-0.02, 0.03, 0.01], [0.09, -0.07, 0.15], [0.00, 0.00, 0.00], [0.00, 0.00, 0.00], [0.00, 0.00, 0.00], [0.00, 0.00, 0.00], [0.00, 0.00, 0.00], [0.00, 0.00, 0.00], [0.00, 0.00, 0.00], [0.00, 0.00, 0.00], [0.00, 0.00, 0.00], [0.00, 0.00, 0.00], [0.00, 0.00, 0.00], [0.00, 0.00, 0.00], [0.00, 0.00, 0.00], [0.00, 0.00, 0.00], [0.00, 0.01, 0.00], [0.00, 0.00, 0.00], [0.00, 0.00, 0.00], [0.00, 0.00, 0.00], [0.00, 0.00, 0.00], [0.00, 0.00, 0.00], [0.00, 0.00, 0.00], [0.00, 0.00, 0.00], [0.00, 0.00, 0.00], [0.00, 0.00, 0.00], [-0.01, 0.01, 0.00], [0.00, 0.01, -0.02], [-0.01, -0.01, -0.01], [-0.05, 0.00, -0.01], [0.01, -0.01, 0.01], [0.00, 0.00, 0.00], [0.00, 0.00, 0.01], [0.01, -0.01, 0.00], [0.00, 0.00, 0.00], [0.00, 0.00, 0.00], [0.01, 0.00, -0.02], [0.00, -0.01, 0.01], [0.01, 0.03, 0.02], [0.00, 0.00, 0.00], [0.00, 0.00, 0.00], [0.10, -0.04, 0.02], [0.02, -0.04, 0.11], [0.01, 0.01, 0.00], [0.03, 0.00, 0.06], [0.00, 0.00, 0.00], [0.00, 0.00, 0.01], [0.00, 0.00, -0.01], [0.01, -0.02, 0.00], [-0.02, 0.00, -0.01], [0.01, 0.02, -0.01], [0.00, -0.02, 0.00], [0.04, 0.02, 0.01], [-0.01, -0.03, -0.01], [0.02, 0.01, 0.00], [-0.13, 0.09, 0.07], [0.00, 0.00, 0.00], [0.00, 0.00, 0.00], [0.00, 0.00, 0.00], [0.00, 0.00, 0.00], [0.01, 0.02, 0.02], [0.01, 0.00, 0.00], [0.00, 0.00, 0.01]],
  "lowdin_charge": [1.178, -0.020, -0.529, -0.071, -0.019, 0.025, -0.021, -0.021, 0.031, -0.557, 0.019, -0.027, -0.029, 0.023, -0.634, 0.735, -0.531, -0.074, -0.018, -0.022, 0.024, -0.027, -0.001, 0.039, -0.606, 0.746, -0.517, -0.053, -0.038, -0.024, -0.615, 0.784, 0.098, 0.081, 0.098, 0.100, 0.071, 0.069, 0.098, 0.093, 0.081, 0.128, 0.136, 0.131, 0.132, 0.126, 0.057, 0.099, 0.070, 0.089, 0.082, 0.098, 0.098, 0.097, 0.080, 0.139, 0.129, 0.049, 0.105, -0.001, 0.097, 0.092, 0.100, 0.055, 0.098, 0.097, 0.635, -1.037, 0.674, -0.013, -0.001, -0.202, -0.531, 0.157, -0.189, -0.038, -0.262, -0.027, -0.057, -0.301, -0.070, -0.057, 0.504, -0.336, -0.288, -0.589, 0.079, 0.088, 0.085, 0.118, 0.109, 0.118, 0.112]
}

{
  "formula": "C5H10S2",
  "method": "wB97M-V/def2-TZVPD",
  "orbital_gap_ev": 8.58,
  "smiles": "CCCCC(=S)S",
  "total_energy_ev": -27017.122,
  "relative_energy_kcal_mol": 1.47,
  "lumo_energy_ev": -0.218,
  "species": ["C", "C", "C", "C", "C", "H", "H", "H", "H", "H", "H", "H", "H", "H", "H", "S", "S"],
  "coordinates": [[2.719526, 0.736645, -0.269647], [2.097599, -0.593371, -0.679021], [1.314609, -1.284165, 0.399726], [0.192695, -0.462223, 1.111262], [-0.931946, -0.032703, 0.211560], [3.527695, 1.051625, -0.965706], [3.172972, 0.589836, 0.701449], [1.967817, 1.494124, -0.250909], [2.949134, -1.233712, -0.971022], [1.450794, -0.475052, -1.585996], [0.815906, -2.197534, -0.015219], [1.996069, -1.696962, 1.163026], [0.699761, 0.383197, 1.501697], [-0.205518, -0.979894, 2.006568], [0.130422, 2.029287, 0.587049], [-1.016136, 1.730876, -0.023150], [-2.037611, -1.052752, -0.402738]],
  "forces_ev_per_angstrom": [[0.65, -0.56, -0.65], [0.27, 0.16, -1.35], [-1.31, -1.76, 0.59], [0.81, -0.88, 0.00], [-0.16, 0.47, 0.24], [-0.62, -0.19, 0.36], [0.13, 0.32, 0.41], [-0.27, 0.74, 0.21], [-0.56, -0.08, 0.00], [0.55, 0.01, 0.60], [0.40, 0.66, 0.13], [-0.19, 0.42, -0.03], [0.30, 1.02, 0.50], [0.09, -0.11, -0.74], [0.05, 0.09, 0.11], [-0.45, -0.71, -0.38], [0.31, 0.39, 0.01]],
  "lowdin_charge": [-0.110, -0.278, -0.231, -0.311, -1.185, 0.087, 0.076, 0.023, 0.111, 0.122, 0.111, 0.116, 0.054, 0.127, -0.144, 0.774, 0.659]
}